{
  "formula": "C27H39F2O2Si2",
  "method": "ωB97M-V/def2-TZVPD",
  "symbols": ["C", "Si", "C", "C", "O", "C", "C", "O", "Si", "C", "C", "C", "C", "C", "C", "C", "H", "H", "H", "H", "H", "H", "H", "H", "H", "H", "H", "H", "H", "H", "H", "H", "H", "H", "H", "H", "H", "H", "H", "H", "H", "H", "C", "C", "C", "F", "C", "C", "C", "C", "C", "C", "F", "C", "C", "C", "C", "C", "C", "H", "H", "H", "H", "H", "H", "H", "H", "H", "H", "H", "H", "H"],
  "coordinates": [[-1.31500, 1.36964, 4.62024], [0.03733, 0.24709, 4.01128], [0.81821, -0.71306, 5.39431], [-0.63871, -0.83216, 2.65464], [1.32145, 1.15605, 3.41973], [1.36654, 2.05386, 2.38627], [1.94387, 1.66639, 1.20210], [2.53758, 0.44663, 1.09012], [4.03444, -0.15735, 1.60603], [3.70834, -1.20152, 3.10214], [4.68785, -1.04359, 0.11272], [5.16021, 1.24203, 2.11346], [1.97778, 2.57812, 0.02911], [2.07904, 4.04270, 0.44676], [0.98550, 4.34950, 1.47690], [1.16172, 3.49177, 2.72645], [-2.15382, 0.74401, 4.95948], [-0.96867, 1.97526, 5.46766], [-1.68288, 2.03731, 3.82943], [0.05483, -1.34890, 5.85988], [1.63854, -1.35445, 5.05562], [1.20070, -0.02658, 6.16108], [-1.50133, -1.37372, 3.07378], [-0.98365, -0.24706, 1.78893], [0.10796, -1.56188, 2.31203], [4.66043, -1.57240, 3.50784], [3.21486, -0.60915, 3.88293], [3.07849, -2.06554, 2.86263], [5.71416, -1.39971, 0.28283], [4.06264, -1.90867, -0.13887], [4.70395, -0.37159, -0.75593], [6.15718, 0.82411, 2.33498], [5.26378, 1.99019, 1.31478], [4.78128, 1.73207, 3.02302], [2.77903, 2.29130, -0.66839], [1.01845, 2.44874, -0.49683], [3.08029, 4.23314, 0.86063], [1.94741, 4.69007, -0.42998], [1.00070, 5.41226, 1.74970], [0.00242, 4.12214, 1.03612], [0.30944, 3.61404, 3.41420], [2.06856, 3.85025, 3.25277], [-0.37902, -3.42035, -3.71421], [-0.57366, -2.06313, -3.15526], [-1.85905, -1.60986, -2.86363], [-2.91611, -2.41782, -3.20005], [-2.13354, -0.37697, -2.31744], [-1.05039, 0.47195, -1.92881], [-1.26839, 1.73882, -1.32654], [-2.52277, 2.25333, -0.89098], [-3.59829, 1.45178, -0.39264], [-4.81545, 2.05333, -0.14213], [-5.87828, 1.26266, 0.22638], [-5.05049, 3.42396, -0.27950], [-6.38122, 3.99899, 0.03089], [-3.98471, 4.21321, -0.73668], [-2.74848, 3.65529, -0.99588], [0.26441, 0.03978, -2.28468], [0.48513, -1.17683, -2.90333], [0.64795, -3.52835, -4.06748], [-0.55397, -4.19811, -2.96058], [-1.06629, -3.60975, -4.54496], [-3.16247, -0.04291, -2.19677], [-0.46550, 2.47302, -1.42614], [-3.46000, 0.38161, -0.23768], [-6.31316, 5.08932, 0.01778], [-7.13645, 3.69323, -0.70473], [-6.73351, 3.69741, 1.02258], [-4.14606, 5.28113, -0.89493], [-1.91577, 4.27918, -1.32961], [1.10201, 0.70534, -2.06582], [1.49686, -1.45876, -3.20286]],
  "forces_ev_per_a": [[-0.150, -0.031, 0.131], [0.697, 0.439, -0.306], [-0.237, -0.099, 0.147], [-0.142, -0.261, -0.038], [0.044, 0.211, 0.202], [1.178, -1.043, -1.328], [-0.239, 0.230, 2.450], [-0.256, -0.321, -0.659], [-0.646, 0.749, 0.210], [0.213, -0.331, 0.077], [0.181, -0.264, -0.103], [0.042, 0.025, -0.046], [-0.037, 0.189, -0.581], [-0.171, 0.065, -0.083], [0.115, 0.069, 0.034], [-0.292, 0.466, 0.189], [0.097, 0.246, -0.021], [-0.134, -0.077, -0.181], [0.053, -0.119, 0.162], [0.168, 0.034, 0.040], [-0.211, 0.114, 0.063], [-0.058, -0.154, -0.153], [0.170, 0.016, -0.257], [0.098, -0.097, 0.209], [-0.205, 0.169, 0.050], [-0.209, -0.021, -0.039], [0.174, -0.060, -0.309], [0.060, 0.070, 0.094], [-0.244, 0.033, -0.071], [0.116, 0.105, 0.021], [0.009, -0.096, 0.202], [-0.284, 0.237, -0.057], [0.054, -0.118, 0.228], [0.127, -0.086, -0.264], [-0.143, 0.062, 0.238], [0.498, 0.071, -0.107], [-0.269, 0.027, -0.014], [0.144, -0.079, 0.129], [-0.072, -0.206, -0.088], [0.106, 0.146, -0.015], [0.257, 0.005, -0.185], [-0.388, -0.237, 0.044], [0.372, -0.307, -0.419], [0.053, 0.256, 0.258], [-1.279, 0.065, -0.102], [1.003, 0.730, 0.341], [0.111, -0.137, 0.290], [0.047, -0.475, -0.141], [-0.689, -0.062, -1.209], [-0.544, 0.169, 0.713], [0.067, 0.142, -0.346], [-0.382, -1.037, 0.125], [1.173, 0.801, -0.186], [0.360, -0.119, -0.271], [-0.318, 0.502, 0.119], [0.025, -0.048, 0.016], [0.554, -0.186, -0.068], [-0.001, 0.465, 0.066], [0.056, 0.144, 0.169], [-0.118, -0.065, -0.008], [-0.088, 0.222, -0.046], [0.070, 0.014, 0.162], [0.298, -0.291, -0.208], [-0.163, -0.294, 0.219], [-0.191, 0.370, 0.153], [-0.106, -0.132, -0.031], [0.173, -0.052, 0.167], [0.051, -0.100, -0.198], [0.080, -0.323, 0.147], [-0.318, -0.094, 0.073], [-0.188, -0.277, -0.008], [-0.323, 0.040, 0.210]],
  "total_energy_ev": -53913.832,
  "fmax_ev_per_a": 2.47,
  "homo_energy_ev": -9.8938,
  "gap_ev": 4.06,
  "charge": 1,
  "e_lumo_ev": -5.83,
  "mol_weight_g_mol": 489.77
}

---

{
  "formula": "C27H39N2O5Sn",
  "method": "ωB97M-V/def2-TZVPD",
  "symbols": ["O", "C", "C", "H", "H", "C", "H", "H", "C", "H", "H", "H", "C", "H", "H", "H", "Sn", "C", "C", "C", "H", "C", "C", "H", "H", "H", "H", "C", "C", "C", "H", "C", "C", "H", "H", "H", "H", "O", "C", "C", "H", "H", "C", "H", "H", "C", "H", "H", "H", "H", "C", "C", "C", "C", "C", "C", "O", "N", "C", "O", "N", "C", "O", "H", "H", "H", "H", "H", "H", "H", "H", "H", "H", "H"],
  "coordinates": [[-0.81427, 1.53462, -2.62488], [0.26233, 1.92330, -3.52426], [-0.47491, 3.15913, -4.04573], [0.39382, 1.15908, -4.31542], [1.18981, 2.08634, -2.96756], [-1.58794, 2.70914, -3.03083], [-0.66505, 3.07956, -5.11702], [-0.01050, 4.11704, -3.81350], [-2.92820, 2.14983, -3.51381], [-2.77120, 1.44737, -4.36334], [-3.64529, 2.94820, -3.79620], [-3.38866, 1.56923, -2.68502], [-1.72052, 3.69811, -1.87514], [-0.73610, 4.10842, -1.61405], [-2.14541, 3.23013, -0.96783], [-2.36288, 4.55198, -2.16192], [0.80472, -0.46806, -0.20713], [0.63110, 2.65144, 2.34078], [1.74322, 1.78984, 2.52227], [2.44658, 1.68392, 1.29342], [1.97567, 1.27053, 3.43807], [1.74135, 2.46874, 0.32175], [0.60765, 3.04326, 0.97324], [-0.17034, 3.66183, 0.51213], [-0.07476, 2.92081, 3.12086], [3.34778, 1.09618, 1.15867], [2.04679, 2.64108, -0.70837], [-1.71303, 0.51073, 2.32062], [-2.28562, 1.70798, 1.80655], [-2.92522, 1.39671, 0.57431], [-2.25075, 2.68673, 2.27561], [-2.75565, 0.00122, 0.33726], [-2.03885, -0.55098, 1.43700], [-1.83053, -1.61166, 1.62714], [-1.11705, 0.43152, 3.22698], [-3.49564, 2.09118, -0.03771], [-3.16153, -0.54305, -0.51398], [0.17054, -0.43236, -5.29754], [-0.19664, 0.14174, -6.56746], [0.38190, -0.70275, -7.72246], [0.14218, 1.18955, -6.62830], [-1.29234, 0.19094, -6.64758], [1.28100, -1.75406, -7.03325], [0.97971, -0.10886, -8.43126], [-0.41680, -1.19797, -8.29066], [1.05535, -1.56432, -5.52479], [2.33640, -1.57284, -7.26451], [1.01660, -2.77123, -7.35145], [2.00106, -1.35696, -4.99606], [0.62743, -2.47271, -5.07274], [-1.53019, -2.95669, 5.22262], [-0.08198, -2.79504, 5.67845], [0.98276, -2.59315, 4.56053], [2.36605, -2.37133, 5.24386], [2.42342, -1.30121, 6.32995], [1.13563, -3.85146, 3.70739], [1.04026, -5.00085, 4.10325], [1.49871, -3.58510, 2.38385], [1.17076, -2.44909, 1.70435], [1.47217, -2.40324, 0.44460], [0.60508, -1.40887, 2.31386], [0.64959, -1.36615, 3.68750], [0.46143, -0.28575, 4.27820], [-1.90407, -2.06317, 4.70388], [-2.13715, -3.10677, 6.13119], [-1.63196, -3.83704, 4.57141], [0.01310, -1.93567, 6.35687], [0.22559, -3.68664, 6.25593], [2.66957, -3.34131, 5.67405], [3.08019, -2.13107, 4.44602], [2.49460, -1.77466, 7.32375], [3.33060, -0.70640, 6.16975], [1.55024, -0.63545, 6.27858], [1.90826, -4.35351, 1.85527]],
  "forces_ev_per_a": [[0.608, 0.460, -0.029], [0.248, -0.601, -0.483], [-0.224, -0.587, 0.447], [0.200, 0.498, 0.901], [0.044, 0.103, -0.077], [-0.480, -0.109, 0.129], [-0.362, 0.163, 0.188], [-0.182, -0.031, -0.025], [-0.210, 0.229, -0.272], [-0.131, 0.553, 0.529], [0.432, -0.437, 0.017], [0.312, 0.325, -0.410], [-0.226, 0.234, 0.074], [-0.190, -0.140, -0.047], [0.224, 0.185, -0.584], [0.244, -0.387, 0.071], [-0.324, 0.851, 1.220], [0.188, -0.923, -0.212], [0.276, -0.076, -0.560], [-0.824, -0.581, 0.997], [0.096, 0.133, -0.052], [-1.042, 0.231, -0.052], [-0.015, -0.091, -0.761], [0.620, -0.197, 0.208], [0.252, 0.120, -0.208], [0.083, 0.322, -0.089], [-0.099, 0.023, 0.273], [0.369, 0.999, 0.285], [0.022, 0.039, -0.470], [0.083, -0.154, 0.487], [-0.066, -0.304, -0.072], [-0.047, -0.138, 0.442], [-0.258, -0.482, -1.231], [-0.191, 0.645, -0.195], [-0.277, -0.002, -0.135], [0.179, -0.316, 0.176], [0.144, 0.117, 0.287], [0.318, -1.048, -1.380], [-0.390, 0.365, -0.373], [0.170, -0.178, 0.098], [0.178, -0.312, 0.198], [0.200, -0.158, 0.224], [0.036, 0.140, 0.099], [-0.375, -0.085, 0.310], [0.201, 0.223, 0.192], [0.028, 0.041, 0.437], [-0.247, -0.146, -0.059], [0.177, 0.313, 0.121], [-0.259, -0.024, -0.186], [-0.111, 0.382, -0.056], [0.160, -0.117, 0.221], [0.367, 0.026, 0.023], [-0.659, -0.383, -0.026], [0.335, -0.462, -0.412], [0.059, 0.163, 0.210], [-0.372, -0.961, 1.095], [0.296, 1.668, -0.582], [0.275, -0.310, -0.988], [0.465, -0.383, 0.905], [-0.467, 0.299, 0.556], [0.924, -0.428, -1.438], [-0.165, 1.950, 1.967], [-0.073, -1.906, -0.989], [0.077, -0.184, 0.087], [0.029, 0.003, -0.533], [-0.125, 0.234, 0.179], [-0.166, -0.284, -0.268], [-0.086, 0.338, -0.325], [-0.124, 0.287, -0.311], [0.034, -0.116, 0.126], [-0.153, 0.363, -0.374], [-0.259, -0.014, 0.239], [0.506, -0.137, 0.161], [-0.282, 0.165, 0.082]],
  "total_energy_ev": -47668.974,
  "fmax_ev_per_a": 2.77,
  "relative_energy_kj_mol": 31.2,
  "homo_energy_ev": [-10.1729, -10.4813],
  "gap_ev": [3.84, 4.12],
  "charge": 1,
  "e_lumo_ev": [-6.33, -6.36],
  "mol_weight_g_mol": 590.33
}

---

{
  "formula": "C27H39N3O5PPdS",
  "method": "ωB97M-V/def2-TZVPD",
  "symbols": ["Pd", "C", "N", "C", "C", "N", "C", "S", "C", "C", "C", "C", "C", "N", "H", "H", "H", "H", "H", "H", "H", "H", "H", "C", "C", "C", "C", "O", "P", "O", "O", "O", "C", "C", "C", "C", "H", "H", "H", "H", "H", "H", "H", "H", "H", "H", "H", "H", "H", "H", "H", "H", "H", "H", "C", "C", "C", "C", "C", "C", "C", "O", "C", "C", "C", "H", "H", "H", "H", "H", "H", "H", "H", "H", "H", "H", "H"],
  "coordinates": [[0.05277, -0.48178, 0.31954], [-2.38478, -0.55017, -3.87833], [-2.80171, -1.06027, -2.57750], [-3.66588, -2.11843, -2.36162], [-3.77687, -2.28683, -1.03537], [-2.98394, -1.31196, -0.43457], [-2.37144, -0.56717, -1.40615], [-1.28209, 0.73225, -1.23819], [-2.92961, -1.11336, 0.97538], [-4.09130, -1.25797, 1.71538], [-4.01520, -1.15085, 3.09270], [-2.78501, -0.89282, 3.68063], [-1.68681, -0.72791, 2.85914], [-1.75969, -0.83044, 1.52902], [-2.83000, -1.17379, -4.64801], [-1.30033, -0.58794, -3.95604], [-2.71843, 0.47762, -4.00226], [-4.10314, -2.66791, -3.17582], [-4.30811, -3.02117, -0.45853], [-5.03202, -1.43677, 1.21390], [-4.90486, -1.26258, 3.69734], [-2.67341, -0.81739, 4.75243], [-0.70449, -0.51212, 3.25945], [2.49610, -3.07531, 2.83833], [3.40690, -2.14806, 2.04476], [4.67771, -2.85483, 1.60104], [3.71359, -0.88343, 2.82670], [2.69876, -1.66700, 0.85842], [1.91405, -2.59099, -0.18863], [2.41835, -3.94753, -0.40958], [0.41656, -2.48703, 0.23484], [2.02709, -1.55812, -1.42310], [1.78087, -1.95094, -2.80908], [0.48140, -2.74280, -2.90998], [1.68050, -0.63083, -3.55447], [2.96323, -2.76957, -3.30579], [2.99024, -3.38505, 3.75952], [2.25459, -3.96716, 2.25911], [1.56923, -2.56002, 3.10173], [5.25791, -3.16149, 2.47232], [5.28932, -2.18001, 1.00066], [4.43273, -3.73547, 1.00939], [4.25176, -1.13009, 3.74214], [2.78500, -0.37168, 3.08576], [4.33056, -0.21068, 2.23026], [-0.34132, -2.17666, -2.46728], [0.56704, -3.69519, -2.38597], [0.25525, -2.94479, -3.95836], [0.85734, -0.03061, -3.16193], [1.51619, -0.81114, -4.61822], [2.60657, -0.06671, -3.44058], [3.04747, -3.69651, -2.74163], [3.88531, -2.19890, -3.19035], [2.83248, -3.00333, -4.36352], [-1.63451, 6.41409, -1.28530], [-1.15921, 5.30108, -0.39684], [-1.77562, 5.04631, 0.82171], [-1.34070, 4.03071, 1.65815], [-2.05244, 3.80827, 2.97084], [-0.27028, 3.21843, 1.23631], [0.12319, 2.12317, 2.10790], [0.65188, 1.07126, 1.76088], [0.38668, 3.47150, -0.00104], [1.60878, 2.70525, -0.44793], [-0.07511, 4.51344, -0.78011], [-2.48917, 6.93246, -0.85567], [-1.92200, 6.02705, -2.26411], [-0.83786, 7.14177, -1.44697], [-2.61327, 5.66096, 1.12996], [-2.87483, 4.51314, 3.07245], [-1.38597, 3.96017, 3.82212], [-2.46802, 2.80196, 3.04866], [-0.08792, 2.25530, 3.17924], [2.40629, 2.76985, 0.29392], [1.98148, 3.10856, -1.38681], [1.39364, 1.64746, -0.58049], [0.42853, 4.72950, -1.71592]],
  "forces_ev_per_a": [[0.352, -0.272, 0.059], [-0.006, 0.014, -0.061], [-0.013, 0.025, 0.064], [0.021, -0.003, -0.128], [0.054, 0.121, 0.107], [0.115, 0.107, -0.058], [-0.193, -0.267, 0.112], [-0.134, 0.177, -0.018], [-0.029, -0.022, -0.074], [-0.104, -0.028, -0.061], [0.104, 0.024, 0.026], [-0.058, -0.021, -0.052], [0.018, 0.034, 0.027], [-0.019, -0.096, 0.005], [-0.005, -0.013, 0.015], [-0.005, -0.008, 0.025], [-0.016, -0.002, 0.011], [0.008, -0.002, 0.008], [-0.002, -0.002, -0.010], [0.001, -0.004, 0.031], [0.000, -0.007, -0.011], [-0.005, 0.002, -0.003], [-0.004, 0.001, -0.003], [-0.012, 0.031, -0.029], [-0.007, -0.097, 0.070], [-0.018, 0.021, -0.022], [-0.008, -0.010, -0.032], [-0.054, -0.034, -0.194], [-0.180, 0.093, 0.121], [0.118, 0.001, -0.025], [-0.080, -0.191, -0.136], [0.021, -0.008, 0.067], [-0.001, -0.017, -0.077], [0.050, 0.016, 0.031], [0.019, -0.010, -0.004], [-0.001, 0.021, 0.034], [0.026, 0.005, -0.007], [-0.017, 0.000, 0.020], [-0.001, -0.025, -0.010], [-0.021, 0.003, 0.018], [-0.005, -0.014, -0.006], [0.031, 0.005, -0.004], [-0.008, -0.001, 0.004], [0.023, 0.027, 0.019], [-0.011, 0.004, 0.005], [0.005, -0.025, 0.010], [-0.031, 0.003, -0.001], [0.015, 0.005, -0.012], [0.010, 0.014, 0.003], [0.000, -0.003, 0.004], [-0.013, 0.008, -0.002], [0.022, 0.002, -0.011], [-0.002, -0.011, 0.005], [-0.016, 0.000, -0.001], [0.022, -0.022, 0.004], [-0.047, 0.038, 0.016], [-0.017, 0.033, -0.012], [0.046, -0.059, 0.004], [0.003, 0.011, -0.014], [0.128, -0.003, -0.247], [-0.086, 0.354, -0.105], [0.077, 0.242, 0.241], [0.000, -0.169, 0.321], [-0.182, 0.101, 0.122], [0.007, 0.004, -0.051], [-0.001, -0.001, 0.002], [0.000, 0.003, 0.002], [-0.001, -0.002, 0.003], [0.005, -0.004, -0.002], [0.002, -0.001, -0.001], [0.001, 0.002, -0.001], [-0.002, 0.001, -0.009], [0.040, -0.007, 0.006], [-0.013, -0.023, 0.019], [-0.003, -0.012, -0.011], [0.090, -0.053, -0.137], [-0.007, 0.000, 0.007]],
  "multiplicity": 3,
  "total_energy_ev": -66941.965,
  "fmax_ev_per_a": 0.45,
  "relative_energy_kj_mol": 25.8,
  "homo_energy_ev": [-11.4674, -11.6255],
  "s2": 2.007,
  "gap_ev": [8.44, 7.31],
  "charge": 1,
  "e_lumo_ev": [-3.03, -4.32],
  "mol_weight_g_mol": 655.09
}